{"formula": "C28H49FNO4S", "method": "wB97M-V/def2-TZVPD", "symbols": ["C", "C", "O", "C", "N", "C", "C", "S", "C", "C", "C", "C", "C", "C", "F", "C", "C", "C", "C", "C", "C", "O", "C", "O", "C", "C", "C", "O", "C", "C", "C", "C", "C", "C", "C", "H", "H", "H", "H", "H", "H", "H", "H", "H", "H", "H", "H", "H", "H", "H", "H", "H", "H", "H", "H", "H", "H", "H", "H", "H", "H", "H", "H", "H", "H", "H", "H", "H", "H", "H", "H", "H", "H", "H", "H", "H", "H", "H", "H", "H", "H", "H", "H", "H"], "coordinates": [[1.454, -4.403, 0.765], [2.344, -3.543, -0.153], [1.978, -2.155, -0.171], [1.427, -1.764, -1.394], [1.465, -0.287, -1.462], [1.352, 0.246, -2.851], [2.512, 1.192, -3.221], [4.031, 0.214, -3.553], [5.006, 0.448, -2.008], [6.384, 1.059, -2.363], [-0.025, 0.829, -3.210], [-1.201, 0.290, -2.357], [-2.465, 1.070, -2.759], [-3.768, 0.342, -2.420], [-4.196, -0.390, -3.523], [-0.942, 0.233, -0.787], [-1.826, 1.255, -0.011], [-1.432, 1.492, 1.479], [-2.575, 1.137, 2.447], [-2.143, 1.440, 3.902], [-1.658, 0.220, 4.712], [-2.589, -0.319, 5.632], [-3.912, -0.419, 5.133], [-1.508, -1.058, -0.486], [-1.192, -1.724, 0.728], [-2.491, -2.406, 1.249], [-2.487, -3.896, 0.817], [-2.550, -2.383, 2.664], [0.552, 0.404, -0.466], [1.074, 1.838, -0.344], [2.223, 1.991, 0.407], [2.840, 3.201, 0.574], [2.309, 4.328, -0.017], [1.162, 4.200, -0.749], [0.560, 2.979, -0.921], [1.061, -3.792, 1.579], [2.063, -5.220, 1.154], [0.631, -4.800, 0.167], [3.362, -3.582, 0.245], [2.364, -4.005, -1.145], [2.110, -2.129, -2.176], [0.441, -2.188, -1.618], [2.412, -0.055, -1.135], [1.500, -0.615, -3.508], [2.779, 1.866, -2.403], [2.219, 1.767, -4.099], [5.139, -0.511, -1.504], [4.488, 1.124, -1.321], [7.193, 0.509, -1.874], [6.575, 1.032, -3.436], [6.461, 2.090, -2.012], [-0.217, 0.481, -4.231], [-0.024, 1.917, -3.308], [-1.370, -0.726, -2.732], [-2.463, 1.093, -3.858], [-2.477, 2.117, -2.452], [-4.561, 1.062, -2.196], [-3.663, -0.344, -1.576], [-2.829, 0.827, -0.008], [-1.858, 2.230, -0.486], [-0.499, 1.019, 1.802], [-1.285, 2.569, 1.617], [-3.418, 1.804, 2.222], [-2.945, 0.120, 2.295], [-1.279, 2.113, 3.834], [-2.892, 2.008, 4.456], [-0.817, 0.571, 5.322], [-1.233, -0.559, 4.060], [-3.942, -0.767, 4.096], [-4.448, 0.535, 5.223], [-4.444, -1.137, 5.760], [-0.502, -2.544, 0.503], [-0.724, -1.143, 1.528], [-3.379, -1.970, 0.783], [-2.841, -4.044, -0.205], [-3.174, -4.420, 1.492], [-1.507, -4.350, 0.988], [-2.225, -3.219, 3.015], [0.849, -0.030, 0.492], [2.673, 1.105, 0.860], [3.755, 3.235, 1.155], [2.810, 5.281, 0.103], [0.749, 5.084, -1.222], [-0.333, 2.929, -1.530]], "homo_lumo_gap_ha": 0.33814, "lumo_ev": -2.075, "smiles": "CCOC[N@H+]1[C@H](CSCC)C[C@H](CCF)[C@@](CCCCCOC)(OC[C@@H](C)O)[C@@H]1c1ccccc1", "fmax_ha_per_bohr": 0.037, "total_energy_ha": -1949.7521, "total_charge": 1, "mol_weight_g_mol": 514.8}